{
  "formula": "C79H181N7O15",
  "method": "ωB97M-V/def2-TZVPD",
  "e_above_lowest_kcal_mol": 0.0,
  "max_force_ha_per_bohr": 0.0606,
  "total_charge": 0,
  "e_tot_ev": -125991.491,
  "species": ["C", "C", "C", "C", "C", "C", "N", "O", "C", "C", "C", "H", "H", "H", "H", "H", "H", "H", "H", "H", "H", "H", "H", "H", "H", "H", "H", "H", "H", "H", "C", "C", "C", "C", "C", "C", "N", "O", "C", "C", "C", "H", "H", "H", "H", "H", "H", "H", "H", "H", "H", "H", "H", "H", "H", "H", "H", "H", "H", "H", "C", "C", "C", "C", "C", "C", "N", "O", "C", "C", "C", "H", "H", "H", "H", "H", "H", "H", "H", "H", "H", "H", "H", "H", "H", "H", "H", "H", "H", "H", "C", "C", "C", "C", "C", "C", "N", "O", "C", "C", "C", "H", "H", "H", "H", "H", "H", "H", "H", "H", "H", "H", "H", "H", "H", "H", "H", "H", "H", "H", "C", "C", "C", "C", "C", "C", "N", "O", "C", "C", "C", "H", "H", "H", "H", "H", "H", "H", "H", "H", "H", "H", "H", "H", "H", "H", "H", "H", "H", "H", "C", "C", "C", "C", "C", "C", "N", "O", "C", "C", "C", "H", "H", "H", "H", "H", "H", "H", "H", "H", "H", "H", "H", "H", "H", "H", "H", "H", "H", "H", "C", "C", "C", "C", "C", "C", "N", "O", "C", "C", "C", "H", "H", "H", "H", "H", "H", "H", "H", "H", "H", "H", "H", "H", "H", "H", "H", "H", "H", "H", "C", "C", "O", "H", "H", "H", "H", "H", "H", "C", "C", "O", "H", "H", "H", "H", "H", "H", "C", "C", "O", "H", "H", "H", "H", "H", "H", "C", "C", "O", "H", "H", "H", "H", "H", "H", "C", "C", "O", "H", "H", "H", "H", "H", "H", "C", "C", "O", "H", "H", "H", "H", "H", "H", "C", "C", "O", "H", "H", "H", "H", "H", "H", "C", "C", "O", "H", "H", "H", "H", "H", "H"],
  "positions_angstrom": [[-33.36292, -9.96352, -14.18119], [-34.64163, -9.08135, -14.10744], [-35.68973, -9.60006, -15.10234], [-37.07065, -9.00026, -14.85488], [-37.54157, -9.38694, -13.41951], [-36.57049, -8.95590, -12.31673], [-35.20174, -9.36625, -12.75411], [-34.29801, -9.04941, -11.70582], [-36.63268, -7.48787, -12.06109], [-36.91892, -9.73079, -11.00062], [-34.31950, -7.58262, -14.32765], [-33.13859, -10.25033, -15.20418], [-33.69808, -10.89819, -13.60067], [-32.55731, -9.54037, -13.65286], [-35.37102, -9.32052, -16.07474], [-35.75727, -10.68429, -15.02309], [-37.79361, -9.35634, -15.63735], [-37.10566, -7.91802, -15.03160], [-37.62049, -10.49483, -13.28971], [-38.56307, -9.05905, -13.22649], [-35.68290, -7.10338, -11.67748], [-36.82592, -7.04945, -13.04056], [-37.53012, -7.19933, -11.51474], [-36.62194, -10.77332, -11.15571], [-36.37885, -9.28867, -10.13456], [-37.99055, -9.69574, -10.88632], [-35.25838, -7.06627, -14.49336], [-33.66626, -7.34841, -15.15564], [-33.87962, -7.23435, -13.38494], [-33.92132, -9.92323, -11.65870], [-22.26573, 0.60045, -13.60141], [-22.94798, -0.55361, -12.78793], [-24.35304, -0.12730, -12.44987], [-25.15426, -1.28677, -11.85576], [-25.19574, -2.46910, -12.82325], [-23.80061, -2.94440, -13.32727], [-23.00997, -1.71515, -13.71119], [-21.73651, -2.22381, -14.06049], [-23.09962, -3.79000, -12.31546], [-23.99057, -3.80617, -14.58210], [-22.07646, -0.86376, -11.57167], [-21.23080, 0.28453, -13.79525], [-22.20451, 1.52163, -12.99926], [-22.79804, 0.61726, -14.55639], [-24.29368, 0.70672, -11.73996], [-24.84705, 0.21387, -13.36625], [-26.17556, -0.88540, -11.67766], [-24.63964, -1.63409, -10.90819], [-25.62777, -2.08687, -13.74137], [-25.70667, -3.37868, -12.45110], [-23.58260, -4.72634, -12.15730], [-22.05985, -3.90124, -12.63516], [-23.03826, -3.33782, -11.31827], [-23.10858, -4.41574, -14.77848], [-24.78983, -4.47442, -14.32157], [-24.35315, -3.28917, -15.48793], [-21.30942, -1.48595, -12.01734], [-22.49082, -1.47985, -10.77476], [-21.58150, 0.01572, -11.14212], [-21.65211, -1.92886, -14.95042], [-29.32985, -6.14945, -19.62409], [-30.43544, -7.12235, -20.00171], [-29.97211, -8.53039, -19.43855], [-31.03638, -9.54518, -19.35600], [-32.27069, -9.03960, -18.62543], [-32.82222, -7.70890, -19.21637], [-31.69787, -6.80899, -19.29323], [-32.05717, -5.47643, -19.65904], [-33.58991, -7.89507, -20.55900], [-33.71551, -7.17453, -18.11837], [-30.59345, -7.10195, -21.52083], [-29.30501, -6.07829, -18.53192], [-29.47168, -5.15497, -20.04347], [-28.36081, -6.54071, -19.94940], [-29.07481, -8.74596, -20.01571], [-29.53984, -8.32673, -18.46552], [-30.65328, -10.46373, -18.88549], [-31.40724, -9.78082, -20.36548], [-32.12606, -8.85147, -17.58036], [-33.10527, -9.71977, -18.72909], [-33.35998, -7.08916, -21.28349], [-33.31420, -8.83674, -21.03972], [-34.66585, -7.87293, -20.41358], [-34.22768, -6.27725, -18.43970], [-34.45343, -7.98027, -17.84533], [-33.09185, -6.93524, -17.26531], [-29.68659, -6.96362, -22.08964], [-31.09844, -6.17035, -21.81960], [-31.13341, -7.92858, -21.97389], [-32.03392, -5.58170, -20.61837], [-23.45248, -14.77921, -13.82309], [-23.18038, -13.33993, -14.29539], [-24.36554, -12.89177, -15.27038], [-24.33941, -11.39142, -15.56045], [-24.34468, -10.66792, -14.22304], [-23.14914, -10.94857, -13.29632], [-23.14880, -12.45750, -13.08755], [-22.02562, -12.80134, -12.32313], [-21.81577, -10.43726, -13.81406], [-23.43330, -10.38645, -11.90728], [-21.86601, -13.32451, -15.07783], [-22.68045, -15.03571, -13.10765], [-23.58095, -15.43652, -14.69300], [-24.41508, -14.84125, -13.33621], [-24.29501, -13.45414, -16.17755], [-25.30203, -13.17523, -14.81437], [-25.25218, -11.07111, -16.08218], [-23.47674, -11.09362, -16.19476], [-25.21551, -11.07112, -13.69322], [-24.51695, -9.60964, -14.32017], [-21.83694, -9.35336, -13.80057], [-20.99115, -10.82332, -13.19360], [-21.65449, -10.73354, -14.81394], [-22.80275, -10.88719, -11.15678], [-23.19408, -9.31239, -11.92345], [-24.48120, -10.51407, -11.66661], [-21.75646, -14.07942, -15.86205], [-20.99681, -13.43188, -14.42902], [-21.80170, -12.39797, -15.61577], [-22.46035, -13.20664, -11.57207], [-32.87099, -4.57920, -15.33458], [-32.95869, -3.28032, -16.11733], [-33.55137, -2.17206, -15.20123], [-33.37574, -0.76014, -15.69742], [-31.94773, -0.38968, -15.99985], [-31.24729, -1.43639, -16.91798], [-31.55560, -2.79512, -16.35916], [-30.84462, -3.73650, -17.17833], [-31.72388, -1.28376, -18.34911], [-29.74004, -1.22197, -16.84133], [-33.80177, -3.54064, -17.37356], [-32.24514, -4.38438, -14.44499], [-32.38519, -5.35413, -15.90684], [-33.86865, -4.82748, -14.95729], [-34.60451, -2.39886, -15.19666], [-33.14740, -2.34328, -14.18158], [-33.78473, -0.13015, -14.90804], [-34.02380, -0.60530, -16.55584], [-31.43208, -0.36709, -15.02428], [-31.83675, 0.54536, -16.52523], [-31.31823, -0.36393, -18.81020], [-31.39839, -2.15866, -18.93288], [-32.78755, -1.19516, -18.38885], [-29.47960, -0.17235, -17.09673], [-29.33541, -1.47510, -15.84743], [-29.21102, -1.83718, -17.55713], [-33.17931, -4.06562, -18.07286], [-34.21042, -2.68920, -17.88178], [-34.63273, -4.20346, -17.26802], [-31.36148, -3.95521, -17.95973], [-28.13301, -7.31636, -11.58213], [-27.40825, -7.58831, -12.93019], [-27.32667, -9.06363, -13.32788], [-28.71973, -9.69733, -13.62205], [-29.22991, -8.92303, -14.83523], [-29.32601, -7.40011, -14.57674], [-28.01001, -6.93732, -14.12344], [-28.08385, -5.58591, -13.84616], [-29.66798, -6.67569, -15.89281], [-30.41090, -7.10570, -13.57260], [-25.99774, -6.91692, -12.77100], [-29.09424, -7.80766, -11.58404], [-28.22545, -6.23181, -11.49882], [-27.51369, -7.74831, -10.74776], [-26.71101, -9.08226, -14.26945], [-26.78793, -9.64848, -12.56718], [-29.38278, -9.70063, -12.72451], [-28.60092, -10.74547, -13.83155], [-30.12252, -9.26158, -15.35079], [-28.47770, -9.02685, -15.63905], [-30.13710, -5.68968, -15.66501], [-28.77913, -6.52944, -16.51424], [-30.36747, -7.27364, -16.48080], [-31.34623, -7.02712, -14.12818], [-30.47648, -7.81453, -12.75909], [-30.31746, -6.15220, -13.04646], [-26.06698, -5.83392, -12.63201], [-25.33066, -7.21406, -13.59100], [-25.50369, -7.33408, -11.92280], [-27.71251, -5.22653, -14.67215], [-26.29294, -3.53390, -7.77375], [-25.21719, -4.44377, -8.36413], [-23.84687, -3.77942, -8.25256], [-22.68482, -4.74407, -8.50742], [-22.79296, -6.08088, -7.77064], [-24.17940, -6.71717, -7.93866], [-25.19750, -5.68734, -7.56692], [-26.47140, -6.33542, -7.70458], [-24.46359, -7.29866, -9.31782], [-24.25661, -7.74177, -6.80339], [-25.67998, -4.74552, -9.82504], [-26.17899, -2.54624, -8.25639], [-26.08504, -3.44770, -6.70656], [-27.30115, -3.90996, -7.96843], [-23.80337, -2.98912, -8.99985], [-23.77474, -3.31945, -7.24802], [-21.81462, -4.23123, -8.17989], [-22.47906, -4.85916, -9.59201], [-22.64645, -5.86883, -6.69200], [-22.03520, -6.86489, -7.99152], [-23.93576, -6.80558, -10.11759], [-23.97249, -8.29734, -9.23234], [-25.51562, -7.47737, -9.44431], [-23.45561, -8.52997, -6.92231], [-24.07476, -7.17687, -5.87199], [-25.22412, -8.25912, -6.82245], [-26.33349, -3.94865, -10.22211], [-26.31792, -5.64184, -9.79520], [-24.82324, -4.89813, -10.49494], [-26.80629, -6.44789, -6.80457], [-27.54222, -10.41300, -18.56354], [-26.26890, -11.28226, -18.64251], [-26.31124, -12.48130, -17.83988], [-28.45586, -10.76496, -19.05422], [-27.17397, -9.54527, -19.14979], [-27.75585, -10.13019, -17.53912], [-25.48966, -10.64927, -18.29509], [-26.03342, -11.56565, -19.65482], [-25.47987, -12.91173, -17.78950], [-27.01027, -12.38062, -10.60785], [-25.82216, -13.21466, -11.16166], [-24.63029, -13.00691, -10.45640], [-27.23070, -12.83014, -9.64473], [-27.93957, -12.50227, -11.16285], [-26.72708, -11.30902, -10.65798], [-25.66351, -13.05796, -12.21797], [-26.00588, -14.29444, -11.04354], [-24.49561, -12.06013, -10.33550], [-28.09567, -8.99579, -8.23672], [-28.60904, -9.84864, -7.05927], [-29.99286, -9.96566, -7.15003], [-28.47969, -7.98864, -8.16342], [-28.39411, -9.52606, -9.15183], [-27.00076, -8.93178, -8.12731], [-28.40019, -9.42947, -6.08576], [-28.17898, -10.82673, -7.11400], [-30.34704, -10.61850, -6.53912], [-25.12387, -7.82020, -17.03779], [-25.94161, -7.31340, -18.20659], [-25.54933, -6.03446, -18.65630], [-24.07279, -7.96185, -17.28663], [-25.48756, -8.80237, -16.71165], [-25.09656, -7.06033, -16.21725], [-27.05346, -7.26868, -18.03310], [-25.75671, -8.06380, -19.00119], [-24.95306, -5.63204, -17.99417], [-28.79128, -3.29333, -11.77455], [-29.13379, -2.66465, -13.14155], [-30.51209, -2.51537, -13.33264], [-27.77457, -3.10200, -11.45169], [-28.94745, -4.36581, -11.79149], [-29.32385, -2.82154, -10.96637], [-28.84581, -3.38769, -13.91031], [-28.59934, -1.73483, -13.39672], [-31.01687, -2.79241, -14.10829], [-30.07584, -12.97787, -14.83105], [-29.04904, -12.45828, -15.86564], [-27.84669, -12.11872, -15.29531], [-29.84658, -13.95284, -14.39287], [-31.03995, -13.16455, -15.32473], [-30.31107, -12.30710, -13.99428], [-29.44470, -11.61262, -16.45011], [-28.85224, -13.32205, -16.57864], [-27.19638, -12.09993, -15.99536], [-33.06055, -5.24360, -11.30941], [-32.02725, -4.43222, -10.55811], [-31.94276, -3.10267, -10.93521], [-32.65075, -5.28939, -12.32528], [-34.04330, -4.76149, -11.37598], [-33.08997, -6.26218, -10.87629], [-31.06526, -4.95865, -10.60658], [-32.34542, -4.44681, -9.51921], [-31.35783, -3.04679, -11.71345], [-31.92816, -9.05404, -9.72559], [-32.66303, -8.25737, -8.73292], [-34.08095, -8.18755, -8.93374], [-32.33211, -10.05538, -9.91613], [-30.88905, -9.20878, -9.39712], [-31.79161, -8.53856, -10.68409], [-32.24223, -7.23439, -8.64008], [-32.56501, -8.78722, -7.74940], [-34.37435, -8.49425, -9.78325]],
  "lowdin_charge": [-0.012, -0.472, -0.138, -0.166, -0.129, -0.523, -0.100, -0.055, -0.027, -0.014, -0.014, 0.076, 0.115, 0.046, 0.089, 0.124, 0.121, 0.097, 0.126, 0.117, 0.084, 0.067, 0.096, 0.085, 0.083, 0.076, 0.063, 0.050, 0.075, 0.085, -0.027, -0.526, -0.148, -0.168, -0.128, -0.495, -0.081, -0.036, -0.045, -0.031, -0.028, 0.076, 0.090, 0.084, 0.130, 0.124, 0.118, 0.107, 0.114, 0.099, 0.063, 0.096, 0.058, 0.084, 0.052, 0.096, 0.076, 0.057, 0.091, 0.093, -0.022, -0.473, -0.151, -0.172, -0.119, -0.512, -0.084, -0.029, 0.000, -0.034, -0.023, 0.066, 0.091, 0.088, 0.106, 0.096, 0.108, 0.114, 0.096, 0.121, 0.078, 0.074, 0.079, 0.074, 0.102, 0.058, 0.087, 0.079, 0.082, 0.058, -0.024, -0.465, -0.110, -0.174, -0.132, -0.475, -0.090, -0.040, -0.018, -0.027, -0.037, 0.082, 0.092, 0.065, 0.096, 0.105, 0.077, 0.122, 0.107, 0.099, 0.086, 0.101, 0.041, 0.092, 0.089, 0.060, 0.089, 0.089, 0.045, 0.088, -0.032, -0.477, -0.123, -0.185, -0.122, -0.508, -0.057, -0.048, -0.024, -0.030, -0.016, 0.074, 0.055, 0.096, 0.118, 0.126, 0.117, 0.106, 0.124, 0.115, 0.100, 0.089, 0.056, 0.098, 0.077, 0.074, 0.047, 0.072, 0.077, 0.046, 0.000, -0.452, -0.110, -0.145, -0.119, -0.488, -0.101, -0.058, -0.016, -0.025, -0.013, 0.045, 0.065, 0.085, 0.113, 0.104, 0.115, 0.061, 0.107, 0.108, 0.080, 0.070, 0.071, 0.073, 0.051, 0.084, 0.065, 0.075, 0.047, 0.120, -0.036, -0.504, -0.118, -0.170, -0.128, -0.522, -0.071, -0.074, -0.032, -0.043, -0.020, 0.092, 0.085, 0.085, 0.098, 0.130, 0.094, 0.104, 0.121, 0.133, 0.070, 0.095, 0.051, 0.103, 0.091, 0.065, 0.065, 0.067, 0.052, 0.114, -0.063, -0.251, -0.078, 0.070, 0.062, 0.062, 0.076, 0.112, 0.053, -0.060, -0.325, -0.084, 0.069, 0.068, 0.065, 0.075, 0.118, 0.053, -0.074, -0.322, -0.082, 0.070, 0.070, 0.059, 0.105, 0.098, 0.093, -0.078, -0.342, -0.075, 0.081, 0.053, 0.080, 0.098, 0.100, 0.087, -0.049, -0.280, -0.102, 0.038, 0.044, 0.077, 0.093, 0.110, 0.051, -0.073, -0.337, -0.093, 0.070, 0.071, 0.061, 0.094, 0.131, 0.033, -0.075, -0.361, -0.071, 0.044, 0.087, 0.066, 0.103, 0.107, 0.032, -0.108, -0.312, -0.088, 0.086, 0.058, 0.060, 0.115, 0.117, 0.009]
}